A 2-piece molecular cluster, C3H9NS2 overall at a distorted geometry, computed with ωB97M-V/def2-TZVPD.

Calculated values
- Charge: 0
- DFT total energy: -26412.23719 eV
- HOMO energy: -8.2 eV
- LUMO: -4.27 eV

Cartesian coordinates (Å):
1 S -0.805 -1.158 1.689
2 S 0.963 2.437 -0.615
3 N -0.517 -1.955 -1.163
4 C 0.472 -0.912 -0.654
5 C -0.613 2.471 0.238
6 C 0.596 -0.821 0.803
7 H -1.410 2.172 -0.439
8 H 1.292 -1.606 1.176
9 H -1.250 -2.013 -0.356
10 H 1.494 -1.157 -1.043
11 H -0.167 -2.869 -1.259
12 H 0.195 0.106 -1.063
13 H -0.702 1.721 1.010
14 H 1.149 0.121 1.011
15 H -0.698 3.463 0.663

=====

A 4-piece molecular cluster, CH12N2O3 overall at a distorted geometry, computed with ωB97M-V/def2-TZVPD.

Calculated values
- Charge: 0
- DFT total energy: -10353.45777 eV
- HOMO energy: -9.1 eV
- LUMO: 0.63 eV

Cartesian coordinates (Å):
1 O -0.881 -0.742 1.450
2 O -1.387 -1.787 -3.070
3 O -0.640 -2.992 -0.594
4 N 1.323 1.462 1.749
5 N 0.142 1.425 -0.599
6 C 0.696 2.216 0.474
7 H -0.319 -3.945 -0.307
8 H -0.042 -0.272 1.766
9 H -0.321 -2.336 0.025
10 H -0.574 1.793 -1.279
11 H -0.477 -1.506 -3.243
12 H 1.969 2.145 2.188
13 H 1.543 2.898 0.113
14 H -0.016 2.929 0.824
15 H -0.136 0.532 -0.241
16 H -1.636 -0.158 1.673
17 H -1.230 -2.417 -2.303
18 H 1.986 0.754 1.374

=====

C5H9MnO3 as an isolated structure at a distorted geometry, computed with ωB97M-V/def2-TZVPD.

Calculated values
- Expectation value of S²: 12.015
- Charge: 0
- Spin multiplicity: 7
- DFT total energy: -42788.31926 eV
- HOMO energy (spin up / spin down): -6.8 / -6.8 eV
- LUMO (spin up / spin down): -1.43 / -1.69 eV

Cartesian coordinates (Å):
1 Mn 1.653 4.176 2.012
2 O 0.906 4.431 0.315
3 O -1.303 -1.400 -0.730
4 O 1.683 2.298 1.867
5 C 1.257 2.116 0.605
6 C -2.436 -2.137 -0.352
7 C 1.033 -1.019 -0.538
8 C 0.928 3.167 -0.187
9 C -0.123 -1.848 -0.110
10 H 2.004 -1.306 -0.128
11 H -0.239 -1.792 0.995
12 H 1.063 -0.730 -1.591
13 H -3.302 -1.714 -0.875
14 H 0.603 3.021 -1.223
15 H 1.166 0.926 0.177
16 H 0.049 -2.917 -0.349
17 H -2.611 -2.072 0.737
18 H -2.330 -3.202 -0.626

=====

A 2-piece molecular cluster, C3H11N overall at a distorted geometry, computed with ωB97M-V/def2-TZVPD.

Calculated values
- Charge: 0
- DFT total energy: -4779.17990 eV
- HOMO energy: -9.7 eV
- LUMO: 1.04 eV

Cartesian coordinates (Å):
1 N 0.743 -3.936 1.597
2 C -0.507 0.874 0.483
3 C -0.189 2.547 -1.437
4 C -0.217 1.059 -1.001
5 H 0.582 2.742 -2.180
6 H -0.028 -0.067 0.802
7 H 0.112 1.560 1.072
8 H -0.921 0.515 -1.625
9 H 0.449 -3.228 2.244
10 H -1.153 2.861 -1.841
11 H 0.821 0.756 -1.138
12 H -1.508 0.825 0.898
13 H 1.606 -3.772 1.123
14 H 0.022 3.168 -0.565
15 H 0.679 -4.857 1.979

=====

The highest DFT total energy belongs to which entry?
C3H11N